Entry from OMol25: a 3-piece molecular cluster, C5H12O3 overall at a distorted geometry (ωB97M-V/def2-TZVPD).

```
20
Properties=species:S:1:pos:R:3:forces:R:3:nbo_charge:R:1
C -0.12652 -3.35145 0.16590 0.0 -2.0 0.5 -0.41
C -0.94679 -2.66718 0.95727 0.8 0.9 -2.2 -0.17
C -1.08592 -1.16203 0.69444 1.0 -0.5 2.3 -0.44
C -0.05641 -0.48166 -0.23172 0.1 -1.4 0.3 -0.52
C 0.09417 0.97163 0.13594 0.0 0.1 -2.5 0.44
O 0.16435 1.75005 -0.79636 0.2 0.3 1.2 -0.57
H -0.15866 -4.45512 0.11524 0.1 0.6 0.6 0.20
H 0.67969 -2.98212 -0.44464 -0.4 0.6 -0.4 0.19
H -1.55139 -3.18238 1.68554 -0.5 0.1 -0.1 0.21
H -0.95226 -0.73534 1.71153 -0.2 0.3 -0.4 0.20
H -2.11325 -0.93140 0.41518 0.0 0.0 -0.2 0.23
H -0.31847 -0.66230 -1.28794 -0.2 0.8 0.3 0.24
H 0.97586 -0.92917 -0.23500 -0.8 0.2 0.8 0.23
H 0.21608 1.31338 1.16611 -0.3 -0.2 0.0 0.16
O -0.74480 2.84717 -2.96606 -0.3 0.2 -0.6 -0.96
H -1.05561 3.25692 -2.14862 0.4 -0.4 -0.1 0.47
H -0.21810 2.07725 -2.70879 -0.3 0.5 0.3 0.49
O 2.16373 1.18877 2.03280 0.3 -0.2 -0.4 -0.94
H 2.56521 0.32438 1.85957 -0.1 0.3 0.3 0.48
H 2.07982 1.28119 2.98031 0.1 -0.1 0.3 0.48
```
Forces are in eV/Å.

## Properties
Relative energy (zero: lowest compared OMol25 entry of this formula, charge and spin)   57.5 kcal/mol
Electronic energy   -11520.2728 eV
SMILES   C=CCCC=O.O.O
E_LUMO   0.0138 hartree

***

Entry from OMol25: a 2-piece molecular cluster, C12H23IN4O3PS overall at a distorted geometry (ωB97M-V/def2-TZVPD).

```
45
Properties=species:S:1:pos:R:3:forces:R:3:nbo_charge:R:1
C 1.10702 3.82388 0.77544 -0.9 -0.5 -0.5 -0.62
C 0.36797 2.82158 -0.28836 0.9 0.6 0.6 -0.43
C 1.50882 1.90648 -0.96327 -0.1 1.6 -0.6 -0.24
N 1.24002 0.43610 -0.93046 0.3 -6.2 -0.5 -0.32
C 0.09327 -0.32368 -0.38833 2.4 -3.3 -1.2 -0.05
C 0.40338 -1.81882 -0.60773 -0.9 2.8 0.0 0.14
C -0.42638 -3.12323 -0.20559 1.7 0.4 -0.4 -0.38
I -2.45972 -2.47499 0.23890 0.6 -0.4 -0.3 0.18
C 0.34239 -3.81178 1.04946 0.1 0.7 0.5 -0.43
C -0.10328 -3.08050 2.41493 0.1 -0.3 0.8 -0.65
N 1.68864 -1.93446 -1.29338 -4.1 6.3 2.3 -0.07
O 2.23478 -3.12336 -1.60828 0.3 -1.1 -3.4 -0.27
C 2.15602 -3.35611 -3.03878 1.9 2.4 -2.9 0.46
N 2.37289 -3.16921 -4.22095 -1.5 -1.4 6.2 -0.23
C 2.16016 -0.57167 -1.45688 -0.2 -0.4 1.5 0.08
P 3.86677 -0.31238 -2.28252 1.5 0.6 -1.5 1.23
N 4.72501 0.78584 -1.14573 -1.2 -2.6 0.7 -1.10
O 4.80183 -1.75134 -2.26215 -1.9 1.3 2.2 -0.93
H 0.26993 4.24192 1.44680 1.5 -0.4 -1.0 0.24
H 1.68258 4.66911 0.23201 -0.9 -1.5 1.1 0.23
H 1.79072 3.17170 1.42026 -0.8 1.2 -0.8 0.20
H -0.41298 2.25428 0.32306 1.0 0.6 -1.2 0.25
H -0.12133 3.44077 -1.12350 0.5 -1.1 1.4 0.23
H 2.51294 2.11402 -0.45967 -1.4 -0.5 -0.7 0.24
H 1.59417 2.24890 -2.06902 0.0 -0.9 1.8 0.24
H -0.83269 0.13865 0.12163 1.7 -0.8 -1.1 0.33
H -0.49567 -3.83161 -1.10896 0.1 1.2 1.4 0.26
H 0.19331 -4.95240 1.06320 0.0 1.9 0.0 0.25
H 1.47965 -3.61670 0.94390 -1.8 -0.4 -0.1 0.21
H -1.08130 -3.52380 2.83451 1.5 0.8 -0.8 0.24
H -0.24657 -1.94556 2.27144 0.2 -1.8 0.1 0.22
H 0.67776 -3.18707 3.26547 -1.1 0.0 -1.6 0.23
H 5.68871 0.38377 -1.10407 -0.7 0.7 -0.2 0.40
H 4.31183 0.53107 -0.21819 0.7 0.6 -0.5 0.37
H 4.90213 -2.04156 -1.31540 0.2 0.0 -1.2 0.48
C -4.90589 2.64048 -0.16319 0.1 -0.1 -0.1 -0.83
S -3.96727 2.40388 1.36068 -0.2 0.0 0.0 1.25
O -2.72043 1.65284 1.00762 0.0 -0.1 -0.1 -1.03
C -5.11458 1.22642 2.10640 0.1 -0.1 0.0 -0.83
H -4.34999 3.32121 -0.80944 0.0 0.0 0.1 0.24
H -5.03788 1.68398 -0.67257 0.0 0.0 0.1 0.23
H -5.87749 3.07842 0.07171 0.1 0.0 0.1 0.24
H -5.23335 0.35806 1.45547 0.1 0.1 0.0 0.23
H -6.07933 1.71032 2.26741 0.1 0.0 0.0 0.24
H -4.70656 0.90655 3.06615 0.0 0.1 -0.1 0.25
```
Forces are in eV/Å.

## Properties
Electronic energy   -53130.4498 eV
Total charge   +1
E_LUMO   -0.1508 hartree

***

Entry from OMol25: C40H37ClIN4O3ReS3 as an isolated structure at a distorted geometry (ωB97M-V/def2-TZVPD).

```
90
Properties=species:S:1:pos:R:3:forces:R:3:lowdin_spin:R:1
Re -0.00048 0.35492 -0.19365 -1.7 -1.5 1.4 0.94
S -1.22048 1.27203 1.78403 0.6 0.0 -0.6 -0.01
C -2.62085 2.02856 1.19873 -0.3 -0.1 1.5 0.00
N -3.61606 2.34823 2.01399 1.1 -0.3 -1.2 0.00
C -4.43738 3.50492 1.69133 -0.3 0.6 -0.4 0.00
C -4.77747 3.55510 0.20989 -0.6 0.0 0.9 0.00
N -3.59558 3.31920 -0.59821 0.9 -1.0 0.8 0.05
C -3.42337 4.04608 -1.84231 0.4 0.4 -0.8 0.00
C -2.27932 5.01957 -1.63447 0.0 0.0 -0.1 0.00
C -2.43119 6.07223 -0.73707 0.1 0.0 -0.1 0.00
C -1.39903 6.97045 -0.52879 -0.1 0.0 0.1 0.00
C -0.20142 6.81539 -1.20719 0.1 -0.1 0.0 0.00
C -0.02977 5.74309 -2.06717 0.1 0.1 0.0 0.00
C -1.06220 4.84318 -2.27864 -0.1 0.1 -0.1 0.00
C -2.67456 2.45726 -0.19203 -0.5 0.5 -1.3 0.02
S -1.60175 1.77095 -1.31476 0.1 -0.2 0.0 -0.01
C -3.95063 1.59421 3.20861 -0.4 -0.5 0.7 0.00
C -5.35986 1.08117 3.00879 -0.1 0.0 0.0 0.00
C -6.41950 1.56149 3.77084 0.2 -0.2 0.0 0.00
C -7.70554 1.10288 3.53373 -0.1 -0.1 -0.2 0.00
C -7.94229 0.17381 2.52769 0.1 0.1 0.1 0.00
C -6.88612 -0.31230 1.76796 0.0 0.1 0.0 0.00
C -5.60479 0.16054 1.98926 0.0 0.1 0.2 0.00
H -3.86536 4.39790 1.97660 -0.1 -0.1 0.0 0.00
H -5.35231 3.46062 2.28286 0.1 0.0 -0.1 0.00
H -5.19964 4.53324 -0.02493 0.1 -0.1 0.0 0.00
H -5.52638 2.79295 -0.04415 0.1 0.1 0.0 0.00
H -4.34988 4.56973 -2.07708 0.0 -0.2 0.1 0.00
H -3.19316 3.35045 -2.65197 -0.2 0.1 0.0 0.00
H -3.36516 6.20566 -0.21145 -0.2 0.1 0.0 0.00
H -1.53294 7.79153 0.15859 0.0 0.1 0.0 0.00
H 0.59281 7.53210 -1.06794 0.1 0.1 0.0 0.00
H 0.90594 5.61625 -2.59046 0.1 0.0 -0.1 0.00
H -0.92859 4.02573 -2.97076 0.0 0.0 -0.1 0.00
H -3.88642 2.22993 4.09485 0.1 0.0 -0.1 0.00
H -3.24584 0.76518 3.31294 0.0 0.2 0.0 0.00
H -6.23871 2.28320 4.55417 0.0 0.1 0.1 0.00
H -8.52330 1.47328 4.13055 -0.1 0.0 0.1 0.00
H -8.94754 -0.16173 2.32905 -0.1 -0.1 0.0 0.00
H -7.06134 -1.05002 1.00084 -0.1 0.0 -0.1 0.00
H -4.78651 -0.18629 1.37305 0.1 -0.1 0.0 0.00
Cl 1.45810 -5.44579 3.42400 0.0 0.0 0.0 -0.01
C 0.67503 -4.14761 2.64556 -0.5 0.4 -0.2 -0.01
C -0.70956 -4.05927 2.67364 0.7 -0.4 0.2 0.00
C -1.38919 -3.05275 2.00649 -0.3 1.1 -0.9 0.00
I -3.47302 -2.91983 2.03313 0.4 -0.2 0.1 0.00
C -0.68975 -2.07435 1.26751 1.3 -2.2 1.8 -0.01
O -1.24715 -1.16683 0.57017 0.5 3.0 -2.9 -0.01
C 0.74145 -2.09629 1.33337 -0.9 -0.7 0.5 -0.02
N 1.35083 -1.05706 0.72025 -0.1 0.2 -0.4 0.00
C 2.67090 -1.04183 0.67996 0.5 -0.1 0.0 0.02
C 3.44961 -2.06032 1.23246 -0.1 0.0 0.1 0.00
C 2.84497 -3.11154 1.88887 -0.1 0.2 -0.1 0.02
C 1.44376 -3.14428 1.97518 -0.2 0.1 -0.1 0.00
H -1.27349 -4.80703 3.20833 0.0 -0.1 0.1 0.00
H 3.13163 -0.19048 0.20010 0.1 0.0 -0.1 0.00
H 4.52207 -2.00524 1.16086 0.1 0.0 0.0 0.00
H 3.43054 -3.89809 2.33912 0.1 -0.1 0.0 0.00
O 1.69506 1.61318 1.61336 -0.1 -0.1 -0.4 0.01
C 2.41183 2.66075 0.99662 0.2 0.4 0.0 0.00
C 2.28616 2.62274 -0.50286 0.4 0.1 0.2 0.00
C 3.13390 3.46052 -1.22771 -0.1 -0.2 0.0 0.00
C 3.03609 3.53122 -2.60148 -0.2 -0.1 0.2 0.00
C 2.05652 2.76459 -3.22346 -0.1 -0.1 0.2 0.00
C 1.25873 1.95380 -2.44441 -0.1 0.2 -0.7 0.00
N 1.36986 1.85564 -1.10463 -0.3 -0.4 0.3 0.00
H 1.48787 1.86961 2.51914 -0.1 -0.1 0.1 0.00
H 3.47666 2.60538 1.26527 -0.2 0.0 -0.1 0.00
H 2.03541 3.64385 1.31047 0.1 -0.1 0.1 0.00
H 3.87429 4.03823 -0.69809 0.1 0.1 0.1 0.00
H 3.69352 4.16867 -3.17280 0.1 0.1 0.0 0.00
H 1.91270 2.79865 -4.29208 0.0 -0.1 -0.1 0.00
H 0.49566 1.34306 -2.91297 0.2 0.1 0.1 0.00
C 0.70347 -2.24156 -4.19787 -0.3 -0.1 0.4 0.00
S 1.01390 -2.19550 -2.40542 1.1 -0.3 -1.0 0.00
O 0.56424 -0.77177 -2.05647 -0.8 1.4 1.2 0.00
C 2.81398 -2.05518 -2.56137 -0.3 -0.2 0.2 0.00
C 3.57398 -3.21293 -2.59655 -0.2 0.0 0.1 0.00
C 4.94919 -3.10831 -2.73216 0.0 0.1 -0.1 0.00
C 5.54508 -1.86023 -2.83228 0.0 0.0 0.0 0.00
C 4.77040 -0.71116 -2.82671 -0.1 0.0 0.0 0.00
C 3.39649 -0.80678 -2.68538 -0.2 0.2 0.0 0.00
H 1.10591 -1.33702 -4.64154 0.1 0.1 0.1 0.00
H -0.36374 -2.31207 -4.37470 -0.2 0.0 0.1 0.00
H 1.20527 -3.10983 -4.61684 0.1 -0.1 0.1 0.00
H 3.09983 -4.18031 -2.53613 0.0 -0.2 0.1 0.00
H 5.55490 -3.99713 -2.78191 0.1 -0.2 0.0 0.00
H 6.61541 -1.78402 -2.93050 0.1 0.0 0.0 0.00
H 5.23258 0.25588 -2.95384 0.1 0.1 0.0 0.00
H 2.77096 0.07348 -2.69380 0.1 0.0 0.0 0.00
```
Forces are in eV/Å.

## Properties
2S+1   2
Electronic energy   -109418.5715 eV
Total charge   +3
⟨S²⟩   1.23
E_LUMO (spin up / spin down)   -0.3855 / -0.3757 hartree

***

Entry from OMol25: C40H49IN6O2SSbSr as an isolated structure at a distorted geometry (ωB97M-V/def2-TZVPD).

```
101
Properties=species:S:1:pos:R:3:forces:R:3:mulliken_charge:R:1
Sr -0.54905 -0.42955 -1.91599 1.1 3.2 0.7 3.57
O -1.22585 -0.43385 -3.89549 -1.1 -0.4 -2.9 -0.86
C -0.76835 -0.51705 -5.06989 0.1 -0.1 -0.8 0.40
C -1.36715 0.20545 -6.14589 -0.2 0.1 0.1 -0.48
C -0.90115 0.12475 -7.42769 0.0 0.0 0.1 -0.54
C 0.19145 -0.69105 -7.74329 0.2 -0.1 -0.3 -0.74
C 0.79815 -1.40815 -6.74419 0.0 0.0 0.0 -0.80
C 0.36605 -1.33365 -5.41089 -0.4 0.4 -0.3 0.70
C 1.06985 -2.07925 -4.41959 0.4 -0.5 0.1 -0.84
N 0.89865 -1.98365 -3.15979 0.2 -0.3 -0.6 0.43
C 1.64415 -2.84055 -2.29319 0.7 -0.6 0.2 -1.51
C 1.62725 -2.29805 -0.86349 0.7 -0.6 -0.1 -0.46
N 0.27725 -2.04705 -0.47609 0.1 -1.4 1.1 0.77
C -0.37955 -3.00815 0.05061 0.6 -0.1 0.0 -1.52
C -1.76275 -2.98815 0.37591 -0.7 0.1 0.0 1.01
C -2.27465 -4.03995 1.15231 0.0 0.0 0.0 -0.23
C -3.58315 -4.07855 1.55271 0.0 -0.3 0.2 -0.95
C -4.43385 -3.03085 1.18121 0.0 0.0 -0.1 -0.39
C -3.98565 -2.00835 0.39381 -0.1 0.2 0.0 -1.15
C -2.63945 -1.94125 -0.07779 -0.4 -0.4 0.5 0.11
O -2.27665 -1.01285 -0.85739 -2.3 -1.0 1.3 -0.84
H -2.21345 0.83205 -5.89579 0.0 0.0 0.0 0.40
H -1.37945 0.69615 -8.21309 -0.1 0.0 0.0 0.41
H 0.55255 -0.74925 -8.76059 0.0 0.0 0.0 0.38
H 1.64345 -2.04565 -6.97899 0.1 0.0 0.0 0.33
H 1.82935 -2.77775 -4.81429 0.0 0.0 0.1 0.16
H 2.68655 -2.96755 -2.63019 -0.1 0.0 0.0 0.53
H 1.18135 -3.83875 -2.28929 0.0 0.1 0.1 0.29
H 2.18455 -1.36045 -0.83259 0.2 0.0 0.1 -0.12
H 2.12105 -3.03305 -0.20549 0.0 0.2 0.0 0.55
H 0.15125 -3.94255 0.30561 0.0 0.1 0.0 0.36
H -1.59585 -4.82435 1.46261 0.1 -0.1 0.0 0.32
H -3.95245 -4.89595 2.15581 0.0 0.0 0.0 0.38
H -5.46095 -3.04135 1.52201 -0.1 0.0 0.0 0.40
H -4.63755 -1.19355 0.10531 0.0 0.0 0.0 0.37
I -0.03335 4.12965 -3.73939 -0.1 0.1 0.0 0.02
C -2.02195 3.43125 -3.52019 0.3 0.2 -0.1 -0.12
C -3.06995 4.31255 -3.70539 -0.2 0.1 0.0 -0.50
C -4.34515 3.78695 -3.57419 0.1 -0.1 0.0 -0.37
C -4.49275 2.44355 -3.26429 0.0 0.0 0.0 -0.89
C -3.35705 1.66455 -3.09909 -0.3 0.1 -0.1 -0.23
N -2.13905 2.16425 -3.24179 0.4 0.0 0.0 0.43
H -2.90045 5.35545 -3.92759 0.0 0.0 0.0 0.43
H -5.20735 4.42575 -3.70869 0.0 0.0 0.0 0.36
H -5.47215 2.01085 -3.13719 -0.1 -0.1 0.0 0.42
H -3.38995 0.61205 -2.85099 -0.2 -0.1 0.0 0.48
N 6.03285 3.69725 -3.26359 0.2 0.2 -0.1 -0.53
C 5.04165 3.15885 -3.05599 0.6 0.3 -0.1 -0.14
C 3.84935 2.44675 -2.79119 -1.1 -0.7 0.2 0.57
C 3.17545 1.78005 -3.81499 0.2 0.2 0.2 -1.10
C 2.04715 1.04825 -3.48769 0.2 0.1 -0.3 -0.69
N 1.59375 0.93225 -2.25139 0.5 0.2 0.1 1.12
C 2.21835 1.58245 -1.28329 0.2 0.3 0.3 -0.25
C 3.34255 2.36185 -1.49299 0.1 0.0 -0.2 -0.90
H 3.52575 1.83445 -4.83279 0.0 0.0 -0.1 0.54
H 1.48785 0.52865 -4.24929 0.0 0.0 -0.2 0.37
H 1.79385 1.47995 -0.29369 0.0 0.0 0.1 0.17
H 3.81805 2.88695 -0.67959 0.0 0.0 0.1 0.57
S -0.81075 1.89465 -0.16079 0.9 0.0 0.4 0.07
C -2.27395 2.61145 -0.28749 -0.4 0.6 0.2 0.19
N -3.26835 3.20485 -0.34199 -0.5 0.1 0.0 -0.84
C 3.33635 1.42195 2.61331 -0.3 0.0 0.0 -1.82
C 2.79245 0.21505 3.36671 -0.5 0.0 0.0 1.80
C 3.43645 -1.03775 2.78581 -0.3 0.0 0.0 -1.92
C 3.16995 0.34205 4.83191 -0.2 0.0 -0.1 -1.67
Sb 0.53485 0.04625 2.83681 0.3 0.0 0.8 1.03
C -0.16105 -1.71655 4.13961 0.2 0.4 -0.1 1.85
C -1.67525 -1.76765 3.99031 0.1 0.2 -0.1 -2.02
C 0.21115 -1.69305 5.61351 0.1 0.1 -0.1 -1.72
C 0.42895 -2.96705 3.50621 0.1 0.2 -0.1 -1.77
C -0.40455 1.87015 3.84911 0.2 -0.4 -0.1 1.65
C 0.21745 3.10555 3.21791 0.2 -0.2 -0.1 -1.73
C -0.23285 1.92375 5.35731 0.1 -0.2 -0.1 -1.70
C -1.88285 1.85235 3.49481 0.0 -0.2 -0.2 -1.68
H 4.42935 1.39475 2.58671 0.1 0.0 0.0 0.55
H 3.04385 2.35005 3.09551 0.0 0.1 0.0 0.29
H 2.97315 1.44225 1.58811 0.0 0.1 -0.2 0.10
H 4.52015 -0.91615 2.71251 0.1 0.1 0.0 0.52
H 3.05445 -1.24785 1.78711 0.0 -0.1 -0.2 0.27
H 3.24635 -1.90265 3.41601 0.0 -0.2 0.0 0.33
H 4.25905 0.37675 4.93231 0.2 0.0 0.0 0.46
H 2.81055 -0.50305 5.41131 0.0 0.0 0.1 0.20
H 2.76965 1.25625 5.26221 0.0 0.1 0.1 0.30
H -2.15115 -0.97185 4.55911 -0.1 0.1 0.0 0.27
H -2.06415 -2.71835 4.36351 0.0 -0.1 0.0 0.51
H -1.96985 -1.67675 2.94541 -0.2 0.0 -0.1 0.42
H -0.13485 -0.78735 6.10351 0.0 0.0 0.1 0.16
H 1.28745 -1.77645 5.74941 0.1 0.0 0.1 0.33
H -0.24915 -2.54595 6.12221 -0.1 -0.1 0.0 0.47
H 0.18255 -3.01775 2.45061 0.0 0.0 -0.1 0.23
H 0.01595 -3.85775 3.98201 -0.1 -0.2 0.1 0.50
H 1.51055 -3.00035 3.61761 0.1 -0.1 0.0 0.27
H 1.26045 3.21425 3.50431 0.1 0.1 0.0 0.33
H -0.31525 3.99885 3.55041 -0.1 0.1 0.1 0.52
H 0.14195 3.05775 2.13341 0.0 0.1 -0.1 0.20
H 0.81385 1.85305 5.64151 0.1 0.0 0.1 0.18
H -0.78405 1.12505 5.84711 0.0 -0.1 0.1 0.30
H -0.61825 2.87235 5.74001 -0.1 0.1 0.0 0.46
H -2.02065 1.84995 2.41591 -0.1 0.0 -0.1 0.16
H -2.37135 2.74635 3.88891 0.0 0.1 0.1 0.48
H -2.39225 0.98535 3.90801 -0.1 -0.1 0.0 0.23
```
Forces are in eV/Å.

## Properties
Relative energy (zero: lowest compared OMol25 entry of this formula, charge and spin)   61.4 kcal/mol
Electronic energy   -81623.2103 eV
Total charge   -1
E_LUMO   0.0612 hartree

***

Entry from OMol25: one molecule with the formula C7H12BrNO at a distorted geometry (ωB97M-V/def2-TZVPD).

```
22
Properties=species:S:1:pos:R:3:forces:R:3:nbo_charge:R:1
C 0.07069 2.25591 -0.51588 0.1 0.3 0.6 -0.63
C 0.73879 1.65420 0.81373 -0.4 0.5 0.6 -0.44
C -0.16247 0.57406 1.56704 0.2 0.5 -1.4 -0.20
Br 0.80511 -0.15071 3.17908 -0.5 0.5 -0.8 -0.02
C -0.55960 -0.70172 0.69752 -0.7 -2.0 1.7 -0.08
C 0.60942 -1.75023 0.32610 -1.1 -0.1 -2.0 -0.42
C 0.35981 -1.96423 -1.26186 0.8 0.6 -0.9 -0.52
C -0.82067 -0.98267 -1.77168 0.9 -0.3 1.0 0.70
O -1.09799 -0.68030 -2.94208 0.2 -0.7 3.4 -0.59
N -1.38719 -0.54695 -0.51673 0.8 0.8 -2.1 -0.66
H -1.01464 2.57048 -0.31531 1.5 -0.5 -0.2 0.20
H 0.07546 1.54115 -1.39363 0.1 1.0 1.0 0.23
H 0.64264 3.22124 -0.74423 -0.8 -1.5 0.0 0.22
H 1.78684 1.25869 0.63752 -1.3 0.4 0.0 0.22
H 0.84144 2.53990 1.53549 0.0 -1.3 -0.9 0.22
H -1.07570 1.09859 1.98872 1.0 -0.8 -0.6 0.23
H -1.22993 -1.31179 1.38535 0.8 0.9 -0.4 0.20
H 1.67608 -1.37396 0.48087 -1.7 -0.6 0.1 0.23
H 0.36732 -2.75857 0.80696 0.8 1.7 -0.3 0.23
H 1.28326 -1.63901 -1.83687 -1.1 -0.4 0.6 0.23
H 0.19288 -3.03964 -1.58668 -0.1 1.4 0.6 0.24
H -2.10154 0.18556 -0.53344 0.4 -0.4 -0.1 0.40
```
Forces are in eV/Å.

## Properties
Relative energy (zero: lowest compared OMol25 entry of this formula, charge and spin)   12.8 kcal/mol
Electronic energy   -81033.0319 eV
SMILES   CC[C@H](Br)[C@@H]1CCC(=O)N1
E_LUMO   0.0216 hartree

***

Entry from OMol25: one molecule with the formula C4H5N (ωB97M-V/def2-TZVPD).

```
10
Properties=species:S:1:pos:R:3:forces:R:3:nbo_charge:R:1
C 2.40940 -0.43108 0.29717 -0.5 0.1 0.0 -0.22
C 1.27645 -0.12300 0.02341 0.5 -0.1 0.0 -0.03
C -0.15869 -0.18953 0.19194 0.1 -0.3 0.5 -0.16
C -1.28611 0.74422 -0.01875 -0.1 0.3 0.1 -0.24
N -1.19749 -0.49717 -0.78644 -0.1 -0.1 -0.2 -0.56
H 3.30731 -0.82851 0.70881 0.2 0.3 -0.4 0.24
H -0.21929 -0.79174 1.09308 -0.7 -0.1 0.0 0.22
H -1.17471 1.69883 -0.52370 0.2 -0.2 0.0 0.20
H -2.04761 0.72518 0.75810 0.0 0.1 -0.2 0.20
H -0.90926 -0.30721 -1.74363 0.2 0.0 0.2 0.36
```
Forces are in eV/Å.

## Properties
Relative energy (zero: lowest compared OMol25 entry of this formula, charge and spin)   78.3 kcal/mol
Electronic energy   -5715.4497 eV
SMILES   C#C[C@H]1CN1
E_LUMO   0.0363 hartree